# 1
C9H26CsN4O3 as an isolated structure in a non-equilibrium geometry. Source: the OMol25 dataset; level of theory: ωB97M-V/def2-TZVPD.

Structure (XYZ):
```
43
C9H26CsN4O3, DFT ωB97M-V/def2-TZVPD
Cs 2.027 0.418 -1.625
C 4.138 -0.247 2.213
C 3.175 0.898 1.971
C 3.716 1.902 0.950
O 2.783 2.797 0.387
C 3.284 4.127 0.354
N 1.861 0.324 1.596
H 4.245 -0.917 1.357
H 3.868 -0.804 3.106
H 5.151 0.142 2.380
H 3.036 1.384 2.945
H 4.240 1.323 0.177
H 4.468 2.446 1.529
H 3.565 4.456 1.355
H 2.527 4.784 -0.065
H 4.161 4.183 -0.301
H 1.421 -0.041 2.441
H 1.205 1.105 1.486
C -0.604 -1.323 0.430
C -2.061 -1.706 0.333
C -2.201 -3.104 -0.258
O -3.535 -3.518 -0.499
C -4.209 -2.761 -1.487
N -2.654 -1.680 1.701
H -0.062 -1.276 -0.520
H 0.028 -1.874 1.124
H -0.585 -0.266 0.724
H -2.614 -0.995 -0.278
H -1.810 -3.870 0.417
H -1.609 -3.239 -1.182
H -3.645 -2.696 -2.424
H -4.429 -1.758 -1.112
H -5.139 -3.289 -1.685
H -3.296 -2.461 1.793
H -1.921 -1.845 2.381
C -1.814 1.314 -2.556
O -0.688 1.436 -2.062
N -2.940 1.712 -1.870
N -2.081 0.491 -3.614
H -2.875 2.269 -1.039
H -3.804 1.588 -2.367
H -2.983 0.495 -4.059
H -1.339 0.075 -4.145
```

Calculated values
LUMO energy = -2.768 eV
ΔE to the lowest compared entry with this formula, charge and spin = 0.00 kcal per mole
E_tot = -22400.9242 eV
highest occupied orbital energy = -11.3719 eV
charge = +1
frontier orbital gap = 8.60 eV

These are the Löwdin partial charges, in e, on atoms 1 to 2: Cs 1.11; C -0.06

# 2
C9H26MnO9 as an isolated structure in a non-equilibrium geometry. Source: the OMol25 dataset; level of theory: ωB97M-V/def2-TZVPD.

Structure (XYZ):
```
45
C9H26MnO9, DFT ωB97M-V/def2-TZVPD
Mn 7.668 -3.897 -7.848
C 10.929 -2.076 -9.703
C 9.703 -2.677 -9.059
O 9.448 -2.573 -7.834
O 8.929 -3.389 -9.770
H 10.936 -2.164 -10.782
H 11.781 -2.532 -9.201
H 10.886 -1.009 -9.465
C 6.785 -3.031 -3.995
C 7.081 -3.368 -5.423
O 6.276 -3.079 -6.367
O 8.098 -4.047 -5.722
H 7.688 -3.185 -3.407
H 5.992 -3.684 -3.636
H 6.493 -1.990 -3.876
C 11.461 -1.135 -5.396
O 11.107 -2.490 -5.445
H 10.692 -0.436 -5.766
H 11.650 -0.781 -4.384
H 12.318 -0.961 -6.065
H 10.736 -2.727 -6.307
C 7.583 0.141 -5.575
O 8.245 -0.032 -6.834
H 8.200 -0.324 -4.795
H 7.534 1.209 -5.368
H 6.591 -0.316 -5.544
H 8.707 -0.875 -6.760
C 11.139 -5.396 -11.748
O 9.804 -5.185 -12.184
H 11.625 -6.112 -12.416
H 11.752 -4.494 -11.834
H 11.238 -5.823 -10.746
H 9.429 -4.635 -11.480
C 13.320 -3.089 -13.774
O 14.342 -2.262 -14.258
H 12.873 -2.741 -12.843
H 12.536 -3.212 -14.522
H 13.728 -4.082 -13.588
H 14.105 -1.754 -15.033
C 12.150 -5.314 -7.403
O 11.117 -5.857 -6.541
H 12.858 -4.707 -6.850
H 12.619 -6.177 -7.879
H 11.669 -4.730 -8.192
H 10.311 -5.767 -7.049
```

Calculated values
LUMO energy (alpha / beta) = -1.161 / -1.606 eV
spin multiplicity = 6
ΔE to the lowest compared entry with this formula, charge and spin = 0.10 kcal per mole
E_tot = -59501.8635 eV
highest occupied orbital energy (alpha / beta) = -9.7962 / -9.7960 eV
charge = 0
frontier orbital gap (alpha / beta) = 8.64 / 8.19 eV

These are the Löwdin partial charges, in e, on atoms 1 to 2: Mn 1.24; C 0.03

# 3
C9H28BCl2CrO9S3 as an isolated structure in a non-equilibrium geometry. Source: the OMol25 dataset; level of theory: ωB97M-V/def2-TZVPD.

Structure (XYZ):
```
53
C9H28BCl2CrO9S3, DFT ωB97M-V/def2-TZVPD
Cr -0.353 1.457 2.068
Cl 1.515 2.905 2.966
Cl -1.596 0.612 4.029
B -1.742 3.101 1.047
H -1.534 3.113 2.238
H -0.911 3.808 0.511
H -1.633 1.979 0.645
H -2.854 3.505 0.805
O -1.534 -2.813 0.378
S -2.108 -1.512 0.217
O -1.527 -0.392 0.848
O -2.153 -1.148 -1.321
C -2.237 -2.222 -2.282
C -0.899 -2.468 -2.910
C -3.824 -1.583 0.683
H -2.950 -1.932 -3.054
H -2.603 -3.119 -1.782
H -0.475 -1.553 -3.326
H -1.005 -3.148 -3.761
H -0.166 -2.882 -2.219
H -4.432 -1.493 -0.213
H -4.042 -0.801 1.403
H -3.952 -2.561 1.142
O 2.412 -0.985 4.057
S 1.530 -1.310 3.008
O 0.908 -0.319 2.193
O 2.323 -2.231 2.006
C 1.912 -2.237 0.609
C 2.926 -3.063 -0.148
C 0.238 -2.367 3.565
H 1.859 -1.216 0.241
H 0.946 -2.738 0.554
H 2.754 -4.132 -0.001
H 3.957 -2.861 0.136
H 2.809 -2.866 -1.216
H 0.652 -3.100 4.252
H -0.148 -2.826 2.653
H -0.540 -1.761 4.031
O 1.256 0.044 -1.968
S 0.899 1.294 -1.373
O 0.775 1.445 0.028
O 1.980 2.331 -1.854
C 2.171 3.491 -1.010
C 2.484 4.680 -1.910
C -0.568 1.894 -2.142
H 2.954 3.332 -0.273
H 1.252 3.690 -0.454
H 3.474 4.511 -2.350
H 2.533 5.581 -1.304
H 1.792 4.776 -2.744
H -0.623 2.964 -1.937
H -1.407 1.495 -1.572
H -0.495 1.630 -3.191
```

Calculated values
LUMO energy (alpha / beta) = 1.970 / 1.968 eV
spin multiplicity = 5
ΔE to the lowest compared entry with this formula, charge and spin = 0.00 kcal per mole
E_tot = -114865.4259 eV
highest occupied orbital energy (alpha / beta) = -3.8609 / -4.9936 eV
charge = -1
frontier orbital gap (alpha / beta) = 5.83 / 6.96 eV

These are the Löwdin partial charges, in e, on atoms 1 to 2: Cr 0.16; Cl -0.25

# 4
C9H28ClN6O4Sr as an isolated structure in a non-equilibrium geometry. Source: the OMol25 dataset; level of theory: ωB97M-V/def2-TZVPD.

Structure (XYZ):
```
49
C9H28ClN6O4Sr, DFT ωB97M-V/def2-TZVPD
Sr 0.239 -0.016 -0.052
N 0.747 1.872 1.674
C 0.196 1.638 3.006
C 0.134 0.143 3.296
N -0.705 -0.591 2.343
C -2.123 -0.302 2.564
C -2.912 -0.164 1.261
N -2.260 0.790 0.362
C -0.404 -2.018 2.487
C -1.145 -2.909 1.497
N -0.845 -2.502 0.124
H 1.717 1.565 1.677
H 0.775 2.876 1.510
H -0.802 2.085 3.046
H 0.804 2.107 3.792
H -0.214 -0.013 4.328
H 1.149 -0.246 3.213
H -2.216 0.643 3.102
H -2.596 -1.071 3.187
H -3.935 0.146 1.522
H -2.965 -1.116 0.734
H -2.313 1.713 0.786
H -2.808 0.838 -0.492
H -0.639 -2.362 3.507
H 0.666 -2.144 2.320
H -2.223 -2.851 1.663
H -0.839 -3.946 1.697
H -1.472 -2.988 -0.512
H 0.093 -2.827 -0.097
N 0.080 -0.774 -2.566
C 1.161 -0.210 -3.383
C 0.903 1.244 -3.765
C 1.138 2.226 -2.622
N 0.070 2.165 -1.614
H 0.333 -1.741 -2.384
H -0.768 -0.795 -3.130
H 1.302 -0.797 -4.302
H 2.081 -0.264 -2.801
H -0.115 1.353 -4.150
H 1.592 1.503 -4.570
H 1.220 3.240 -3.041
H 2.073 1.977 -2.120
H -0.809 2.388 -2.077
H 0.242 2.918 -0.955
O 2.464 -0.690 1.535
Cl 2.785 -0.783 0.156
O 4.105 -1.156 -0.060
O 2.493 0.490 -0.426
O 1.872 -1.718 -0.430
```

Calculated values
LUMO energy = -2.613 eV
ΔE to the lowest compared entry with this formula, charge and spin = 23.51 kcal per mole
E_tot = -40267.4737 eV
highest occupied orbital energy = -12.6947 eV
charge = +1
frontier orbital gap = 10.08 eV

These are the Löwdin partial charges, in e, on atoms 1 to 2: Sr 1.45; N -0.06

# 5
C9H29AgN8O7 as an isolated structure in a non-equilibrium geometry. Source: the OMol25 dataset; level of theory: ωB97M-V/def2-TZVPD.

Structure (XYZ):
```
54
C9H29AgN8O7, DFT ωB97M-V/def2-TZVPD
Ag 0.306 -0.506 0.105
C 0.797 -0.226 -6.032
C 1.414 -1.656 -5.874
C 2.948 -1.621 -6.226
O 1.389 -2.058 -4.539
H -0.119 -0.058 -5.465
H 0.693 -0.068 -7.105
H 1.417 0.579 -5.638
H 0.911 -2.453 -6.422
H 3.140 -1.041 -7.129
H 3.356 -2.630 -6.283
H 3.576 -1.092 -5.509
C 5.499 0.570 2.198
C 4.973 1.786 3.006
O 3.615 1.957 2.680
O 4.652 0.110 1.114
H 5.817 -0.181 2.921
H 6.441 0.970 1.823
H 5.452 2.741 2.793
H 5.146 1.598 4.066
H 3.314 2.814 2.989
H 5.000 -0.629 0.610
C 1.993 -5.248 4.008
O 1.468 -4.858 2.938
N 2.429 -6.438 4.054
N 2.292 -4.568 5.091
H 2.890 -6.563 4.944
H 2.179 -7.209 3.452
H 2.214 -5.033 5.984
H 2.144 -3.569 5.110
C -1.213 5.592 -1.907
O -1.229 4.467 -1.536
N -1.323 5.925 -3.158
N -1.388 6.475 -0.939
H -1.315 5.198 -3.859
H -1.556 6.862 -3.454
H -1.552 7.440 -1.188
H -1.202 6.214 0.019
C -3.494 1.840 5.009
O -2.709 1.157 4.330
N -4.237 2.699 4.409
N -3.388 2.064 6.232
H -5.050 2.929 4.963
H -4.245 2.396 3.446
H -4.062 2.739 6.564
H -2.463 2.031 6.636
C -5.513 -2.417 -2.099
O -4.649 -2.084 -1.353
N -6.770 -2.727 -1.743
N -5.271 -2.668 -3.356
H -6.921 -2.689 -0.745
H -7.395 -3.190 -2.387
H -6.066 -3.080 -3.824
H -4.332 -2.594 -3.720
```

Calculated values
LUMO energy (alpha / beta) = -5.762 / -5.761 eV
spin multiplicity = 2
ΔE to the lowest compared entry with this formula, charge and spin = 177.65 kcal per mole
E_tot = -40045.1898 eV
highest occupied orbital energy (alpha / beta) = -11.2753 / -11.2753 eV
charge = +1
frontier orbital gap (alpha / beta) = 5.51 / 5.51 eV

These are the Löwdin partial charges, in e, on atoms 1 to 2: Ag 0.99; C -0.06

# 6
C9H29AlFNO9P3 as an isolated structure in a non-equilibrium geometry. Source: the OMol25 dataset; level of theory: ωB97M-V/def2-TZVPD.

Structure (XYZ):
```
53
C9H29AlFNO9P3, DFT ωB97M-V/def2-TZVPD
N -1.563 0.432 0.888
P -0.952 -1.238 0.829
O -2.251 -2.094 0.181
Al 0.834 -1.197 -0.798
C 0.029 -1.527 -2.657
C -0.041 -0.317 -3.614
C -0.506 0.970 -2.975
F -0.132 2.056 -3.802
H -1.470 0.818 -0.049
H -0.881 0.923 1.458
H -2.017 -2.450 -0.681
H 1.628 0.211 -0.705
H 1.886 -2.376 -0.426
H 0.677 -2.264 -3.136
H -0.981 -1.946 -2.574
H -0.743 -0.529 -4.429
H 0.924 -0.140 -4.091
H -0.066 1.148 -1.996
H -1.595 1.029 -2.919
C -7.946 4.797 1.705
O -7.533 3.821 0.732
P -6.126 3.094 0.966
O -5.037 4.072 0.902
O -6.203 2.198 -0.379
C -7.424 1.719 -0.925
O -5.836 1.950 2.007
C -4.571 1.242 1.871
H -8.995 5.015 1.521
H -7.835 4.423 2.722
H -7.357 5.706 1.583
H -7.765 2.390 -1.714
H -8.208 1.631 -0.172
H -7.232 0.736 -1.353
H -3.774 1.820 2.325
H -4.332 1.025 0.836
H -4.686 0.305 2.409
C 5.430 -2.859 3.098
O 6.116 -3.098 1.849
P 6.537 -1.828 0.975
O 5.343 -1.096 0.560
O 7.146 -2.755 -0.224
C 7.783 -4.002 0.013
O 7.797 -0.843 1.057
C 8.022 -0.039 -0.109
H 5.429 -3.797 3.648
H 5.935 -2.099 3.693
H 4.405 -2.553 2.895
H 7.069 -4.814 -0.129
H 8.200 -4.070 1.018
H 8.589 -4.107 -0.712
H 7.356 0.822 -0.093
H 7.870 -0.610 -1.021
H 9.056 0.295 -0.059
```

Calculated values
LUMO energy = 2.368 eV
ΔE to the lowest compared entry with this formula, charge and spin = 0.00 kcal per mole
E_tot = -66905.7840 eV
highest occupied orbital energy = -3.2387 eV
charge = -1
frontier orbital gap = 5.61 eV

These are the Löwdin partial charges, in e, on atoms 1 to 2: N -0.28; P 0.56

# 7
C9H29AsN5O2PdSi2Te as an isolated structure. Source: the OMol25 dataset; level of theory: ωB97M-V/def2-TZVPD.

Structure (XYZ):
```
50
C9H29AsN5O2PdSi2Te, DFT ωB97M-V/def2-TZVPD
Pd -0.214 -0.642 1.162
N 0.220 -3.155 -0.965
N 1.481 -2.986 -1.538
C 2.360 -2.064 -1.050
N 3.575 -2.051 -1.592
N 1.859 -1.260 -0.105
N 2.686 -0.377 0.536
O 3.840 -0.184 0.208
O 2.133 0.236 1.447
H 0.009 -4.143 -0.906
H -0.490 -2.673 -1.509
H 1.688 -3.415 -2.428
H 3.839 -2.766 -2.249
H 4.236 -1.359 -1.283
C -1.982 1.914 -3.493
Si -0.746 0.878 -2.545
C 0.864 1.792 -2.244
C -0.434 -0.739 -3.453
As -1.695 0.308 -0.441
Si -1.760 2.227 1.002
C -1.195 3.754 0.067
C -0.733 2.072 2.560
C -3.575 2.326 1.457
H -1.591 2.155 -4.482
H -2.192 2.853 -2.989
H -2.925 1.387 -3.633
H 1.369 1.939 -3.201
H 1.541 1.238 -1.598
H 0.707 2.773 -1.801
H -0.086 -0.541 -4.468
H -1.337 -1.342 -3.533
H 0.342 -1.314 -2.956
H -0.118 3.753 -0.094
H -1.429 4.629 0.673
H -1.683 3.885 -0.894
H 0.327 1.858 2.406
H -1.140 1.350 3.270
H -0.801 3.061 3.021
H -4.206 2.512 0.590
H -3.732 3.142 2.163
H -3.921 1.407 1.930
C 0.218 -1.302 4.635
Te -0.739 -2.372 3.064
C 0.883 -3.697 2.692
H 1.111 -0.813 4.256
H 0.466 -1.993 5.435
H -0.484 -0.558 5.001
H 0.694 -4.653 3.168
H 1.787 -3.245 3.091
H 0.973 -3.803 1.618
```

Calculated values
LUMO energy (alpha / beta) = -2.865 / -4.482 eV
spin multiplicity = 3
ΔE to the lowest compared entry with this formula, charge and spin = 5.66 kcal per mole
E_tot = -108707.6371 eV
highest occupied orbital energy (alpha / beta) = -10.8312 / -10.9494 eV
charge = +1
frontier orbital gap (alpha / beta) = 7.97 / 6.47 eV

These are the Löwdin partial charges, in e, on atoms 1 to 2: Pd 0.14; N 0.04

# 8
A 7-piece molecular cluster, C9H29INO6 overall in a non-equilibrium geometry. Source: the OMol25 dataset; level of theory: ωB97M-V/def2-TZVPD.

Structure (XYZ):
```
46
C9H29INO6, DFT ωB97M-V/def2-TZVPD
I -1.523 -4.052 2.264
O -3.219 -8.669 2.431
H -3.912 -8.100 2.096
H -2.515 -8.069 2.679
O 0.075 -4.780 -2.529
H 0.217 -3.836 -2.605
H -0.330 -4.893 -1.669
O 3.162 -3.452 4.984
H 2.402 -3.304 4.420
H 3.656 -2.634 4.941
O -4.144 0.880 2.584
H -3.504 0.217 2.324
H -4.899 0.377 2.890
O -6.434 -5.977 2.285
H -6.821 -5.548 1.522
H -5.573 -5.567 2.379
C -1.035 0.950 -2.103
C 0.165 1.856 -1.839
C -0.387 3.269 -1.425
C 0.646 4.329 -1.054
C 1.477 3.754 0.061
C 2.035 2.352 -0.121
N 1.040 1.438 -0.782
O 1.425 0.068 -0.944
C 3.343 2.336 -0.879
C 2.308 1.691 1.234
C 1.036 1.852 -3.177
H -1.392 1.058 -3.127
H -1.983 1.258 -1.662
H -0.857 -0.104 -1.886
H -0.839 3.621 -2.352
H -1.172 3.244 -0.670
H 0.253 5.233 -0.589
H 1.224 4.643 -1.924
H 0.803 3.742 0.917
H 2.218 4.491 0.372
H 3.451 2.603 -1.930
H 4.122 2.886 -0.351
H 3.655 1.305 -1.046
H 3.004 2.335 1.771
H 1.404 1.527 1.821
H 2.671 0.663 1.239
H 1.222 0.780 -3.232
H 1.986 2.382 -3.105
H 0.481 2.193 -4.051
H 1.059 -0.350 -0.161
```

Calculated values
LUMO energy = 2.331 eV
ΔE to the lowest compared entry with this formula, charge and spin = 61.27 kcal per mole
E_tot = -31679.9942 eV
highest occupied orbital energy = -4.2838 eV
charge = -1
frontier orbital gap = 6.61 eV

These are the Löwdin partial charges, in e, on atoms 1 to 2: I -0.92; O -0.07